Computed, not measured: the molecule C8H11NOS in a non-equilibrium geometry, with ωB97M-V with the def2-TZVPD basis set.

```
22
Properties=species:S:1:pos:R:3:forces:R:3:nbo_charge:R:1
C -0.0416 1.4079 -0.9620 1.47 -0.26 1.61 -0.2613
C -0.2635 1.7057 -2.2571 -1.05 0.29 -0.38 -0.4084
C -0.2916 -0.6713 -1.9089 0.00 -0.08 1.53 -0.4602
C -0.0400 -0.0064 -0.7215 -0.16 -0.44 -2.71 -0.0663
C -1.5419 0.0793 1.1116 3.98 0.66 1.91 0.7132
C 2.4892 -0.5127 0.7734 -2.46 -1.36 0.96 -0.6032
C 1.1455 -0.2041 1.4368 -0.95 1.38 0.78 -0.3927
C -0.0180 -0.6545 0.5974 -2.87 3.98 0.28 -0.2932
N -2.5807 -0.5121 0.5683 -0.57 0.02 -0.14 -0.8146
O -1.5951 1.0390 1.8798 0.12 -1.35 -1.16 -0.6292
S -0.5998 0.3207 -3.2248 0.26 0.85 -0.08 0.4566
H 0.2900 2.0823 -0.1306 -0.86 -0.27 -1.16 0.2419
H -0.5574 2.6613 -2.6272 0.43 0.57 -0.37 0.2346
H -0.4227 -1.7190 -1.9994 0.08 -0.83 -0.12 0.2237
H 2.5293 -0.0969 -0.1886 0.26 0.63 -1.31 0.2123
H 2.4454 -1.5912 0.7096 0.81 -0.44 -0.33 0.1964
H 3.2535 -0.1898 1.4002 1.59 0.45 0.86 0.2124
H 0.9646 -0.8028 2.3674 0.84 1.18 -0.15 0.2138
H 1.0315 0.9665 1.5590 0.07 -2.45 0.40 0.2202
H -0.2867 -1.6626 0.5442 0.26 -1.82 0.02 0.2057
H -2.4768 -1.3496 0.0634 -0.01 -0.84 -0.56 0.3952
H -3.4330 -0.2898 1.0090 -1.24 0.13 0.12 0.4032
```
Forces are in eV/Å.

- Spin multiplicity: 1
- F_max: 0.095 Eh/bohr
- SMILES: CC[C@@H](C(N)=O)c1ccsc1
- Highest occupied orbital energy: -8.39 eV
- E: -839.5876 hartree



Computed, not measured: a cluster of 2 separate species, C15H18 in total in a non-equilibrium geometry, with ωB97M-V with the def2-TZVPD basis set.

```
33
Properties=species:S:1:pos:R:3:forces:R:3:nbo_charge:R:1
C -2.3603 -1.6832 -4.3893 -1.15 0.13 -0.73 -0.6309
C -0.7965 0.7508 -1.1697 -1.29 0.43 -0.67 -0.2274
C -1.6437 -0.3007 -0.8779 0.32 -0.12 -0.08 -0.1837
C -0.7431 1.1154 -2.5097 1.35 1.35 0.27 -0.1853
C -2.0909 -1.0807 -1.9447 -0.80 -0.78 0.72 -0.2311
C -1.1230 0.3337 -3.5749 -0.09 0.45 0.11 -0.2380
C -1.8271 -0.8383 -3.2894 0.20 0.54 0.26 -0.0076
H -0.3926 1.4153 -0.4296 -0.05 0.07 0.24 0.2089
H -2.0102 -0.4375 0.1443 0.38 -0.44 -0.36 0.2150
H -0.4060 2.1333 -2.7258 0.47 -0.41 -0.03 0.1996
H -2.7244 -1.9258 -1.6666 0.06 0.10 -0.32 0.2051
H -0.8522 0.7754 -4.5519 -0.67 -0.86 0.29 0.2173
H -1.8550 -1.3698 -5.2978 0.00 -0.24 -0.28 0.2152
H -3.4668 -1.5362 -4.5848 1.13 -0.05 0.43 0.2204
H -2.2095 -2.7451 -4.2426 0.11 -0.21 0.10 0.2204
C 0.2029 1.8304 2.1958 -1.05 1.30 -1.47 -0.4318
C 0.5986 2.7619 3.3148 0.18 0.43 1.91 -0.6058
C 0.9006 0.5589 2.0535 1.83 0.42 -0.47 -0.0071
C 1.9676 0.4760 1.1293 -0.68 -1.11 0.74 -0.2181
C 0.6389 -0.4949 2.8761 0.63 -0.86 -0.11 -0.2359
C 2.7324 -0.6735 1.1573 1.27 -0.65 -0.66 -0.1917
C 1.3802 -1.6823 2.7540 -0.24 -0.44 2.16 -0.1817
C 2.5556 -1.7652 2.0418 -1.19 1.61 -1.07 -0.2317
H -0.8748 1.5613 2.1808 0.31 0.70 0.49 0.2150
H 0.3472 2.4223 1.2686 -0.07 -0.39 0.24 0.1991
H 0.2690 2.3719 4.2875 -0.22 0.02 -0.14 0.2028
H 2.1504 1.2917 0.4372 0.08 -0.19 0.03 0.2146
H -0.0043 -0.3868 3.7414 -0.52 -0.13 -0.36 0.2120
H 3.5204 -0.8219 0.4194 0.11 0.44 0.16 0.2051
H 1.0268 -2.4474 3.4530 0.57 -0.15 -0.30 0.2045
H 3.2982 -2.5479 2.0722 -0.37 -0.30 -0.03 0.2230
H 0.1158 3.7360 3.1918 -0.04 -0.14 -0.01 0.2123
H 1.6710 2.9897 3.5442 -0.56 -0.54 -1.05 0.2178
```
Forces are in eV/Å.

- Spin multiplicity: 1
- F_max: 0.044 Eh/bohr
- SMILES: CCc1ccccc1.Cc1ccccc1
- Highest occupied orbital energy: -8.85 eV
- E: -582.3290 hartree



Computed, not measured: a structure of composition C37H87N2O11 in a non-equilibrium geometry, with ωB97M-V with the def2-TZVPD basis set.

```
137
Properties=species:S:1:pos:R:3:forces:R:3:lowdin_charge:R:1
C 7.7361 -4.9367 2.7879 -0.08 0.07 0.08 -0.1042
C 7.4112 -6.2114 2.0158 0.07 -0.05 0.09 -0.2629
C 5.9080 -6.4873 1.8964 0.06 -0.01 -0.12 -0.2101
C 5.0636 -5.2754 1.4912 0.15 -0.09 0.14 -0.2162
C 5.4711 -4.6349 0.1592 0.18 -0.17 -0.13 -0.2117
C 5.2341 -3.1323 0.0999 -0.07 0.03 0.23 -0.2093
C 5.4557 -2.5196 -1.2879 0.12 0.07 0.00 -0.1803
C 4.4890 -1.3888 -1.6453 -0.05 -0.08 -0.06 -0.2051
C 4.6293 -0.0745 -0.8557 0.02 -0.04 0.15 -0.1713
C 3.9193 -0.0611 0.5098 0.00 -0.12 0.01 -0.1871
C 2.4291 0.3038 0.4912 -0.19 -0.03 0.10 -0.1781
C 1.5950 -0.4998 -0.5066 0.06 -0.05 0.03 -0.1749
C 1.4930 -1.9686 -0.1038 0.04 -0.22 0.11 -0.1814
C 0.6556 -2.2062 1.1503 -0.26 0.05 -0.08 -0.0614
N -0.2281 -3.4237 1.0137 -0.13 -0.07 -0.16 -0.1159
O -1.1882 -3.2631 -0.0009 0.11 0.07 0.12 0.0595
C 0.5062 -4.7512 0.9314 0.08 0.02 0.11 -0.0073
C 1.0806 -5.0666 -0.4577 0.69 0.22 0.19 -0.3645
C 2.5741 -5.0377 -0.6443 -1.63 2.52 2.68 -0.0520
N 0.3206 -5.3761 -1.4206 -0.23 -0.03 -0.42 0.1779
H 8.7984 -4.8685 3.0242 -0.02 -0.01 -0.05 0.0747
H 7.1848 -4.8938 3.7325 0.05 -0.05 -0.02 0.0796
H 7.4637 -4.0417 2.2213 0.04 -0.05 0.01 0.0597
H 7.8766 -6.1687 1.0267 -0.06 0.04 0.02 0.0987
H 7.8769 -7.0671 2.5129 -0.04 0.03 -0.01 0.1069
H 5.7552 -7.2916 1.1673 -0.01 0.01 0.03 0.1034
H 5.5378 -6.8734 2.8514 0.00 0.06 -0.01 0.1123
H 4.0197 -5.6079 1.4184 0.42 -0.03 0.43 0.0800
H 5.0857 -4.5241 2.2891 0.08 -0.03 -0.05 0.1126
H 4.8801 -5.0894 -0.6459 0.38 0.00 0.06 0.0735
H 6.5175 -4.8641 -0.0642 -0.03 0.10 0.02 0.1192
H 4.1984 -2.9585 0.4300 0.28 -0.08 -0.09 0.0728
H 5.8646 -2.6267 0.8411 -0.08 -0.06 -0.01 0.1201
H 6.4908 -2.1741 -1.3803 -0.05 -0.02 0.00 0.1207
H 5.3369 -3.3043 -2.0440 -0.01 0.00 0.04 0.0994
H 3.4874 -1.8012 -1.5022 0.11 0.09 -0.22 0.0662
H 4.5738 -1.1816 -2.7158 0.08 0.04 0.05 0.1177
H 4.2661 0.7625 -1.4620 -0.03 -0.05 0.03 0.1125
H 5.6938 0.1210 -0.6912 -0.03 -0.03 -0.07 0.1150
H 4.0389 -1.0476 0.9665 0.02 0.14 0.07 0.0844
H 4.4246 0.6296 1.1895 -0.02 0.04 -0.07 0.1128
H 2.0349 0.1305 1.5036 -0.02 0.12 -0.05 0.1148
H 2.2686 1.3670 0.3016 0.15 -0.03 -0.06 0.0909
H 0.5977 -0.0664 -0.6328 0.03 -0.02 0.12 0.1102
H 2.0725 -0.4623 -1.4864 -0.16 0.13 -0.02 0.1079
H 1.1013 -2.5698 -0.9338 0.04 0.18 -0.02 0.1111
H 2.4926 -2.3701 0.0760 -0.29 0.07 -0.04 0.0714
H 1.2426 -2.4033 2.0476 0.06 0.12 -0.04 0.1446
H -0.0306 -1.3799 1.3482 0.02 -0.05 -0.01 0.1417
H -0.8300 -3.4647 1.8382 0.13 0.01 0.04 0.1977
H -0.6776 -3.1008 -0.8141 -0.03 -0.09 -0.03 0.1134
H -0.2121 -5.5110 1.2357 -0.03 0.01 -0.03 0.1432
H 1.2957 -4.6612 1.6782 -0.06 -0.13 0.01 0.1343
H 2.8869 -5.8650 -1.2809 -0.60 0.54 1.14 -0.0546
H 2.8806 -4.1199 -1.1550 -0.17 -0.04 0.09 0.0775
H 3.1284 -5.0819 0.2949 -0.80 0.36 -0.30 0.0429
H -0.6695 -5.4083 -1.1820 0.01 -0.01 0.12 0.0633
C 2.9290 3.9873 0.0222 0.14 -0.08 -0.01 -0.1077
O 1.6324 3.6728 0.4910 -0.06 0.08 -0.10 -0.2268
C 1.3695 4.0979 1.8186 0.00 -0.05 0.14 -0.1964
C 0.5558 5.3727 1.8629 -0.09 0.00 -0.03 -0.2000
O 1.2615 6.4743 1.3302 0.07 -0.02 0.00 -0.1755
C 0.8944 6.8118 0.0064 0.00 -0.01 -0.01 -0.0943
H 2.9425 3.7817 -1.0475 0.01 -0.01 0.00 0.0935
H 3.2012 5.0320 0.1864 -0.12 0.02 0.03 0.0907
H 3.6793 3.3538 0.5122 0.03 0.03 0.00 0.0836
H 2.3033 4.2437 2.3726 0.02 -0.03 -0.05 0.1309
H 0.8029 3.3008 2.3118 -0.01 0.02 0.01 0.1231
H 0.3151 5.5965 2.9063 0.00 0.01 0.00 0.1328
H -0.3885 5.2223 1.3256 0.01 0.02 0.01 0.1057
H -0.1208 7.2205 -0.0295 -0.01 -0.01 0.01 0.0673
H 0.9476 5.9481 -0.6625 0.01 0.01 0.00 0.0859
H 1.5912 7.5753 -0.3331 -0.01 0.01 -0.01 0.0951
C -5.1684 1.5462 0.4463 -0.02 -0.05 -0.01 -0.1124
O -4.8741 2.9270 0.5184 0.04 0.04 -0.04 -0.1867
C -4.4561 3.3620 1.7992 -0.05 -0.03 0.02 -0.1991
C -2.9579 3.5531 1.8632 0.08 0.05 0.03 -0.2012
O -2.2485 2.3319 1.6993 -0.04 -0.02 0.03 -0.1909
C -1.7161 2.1613 0.4013 0.06 -0.05 -0.04 -0.1021
H -5.3590 1.3201 -0.6016 0.00 -0.03 0.01 0.0873
H -4.3314 0.9347 0.7986 0.00 0.02 0.01 0.0820
H -6.0650 1.3014 1.0255 0.01 0.00 0.01 0.0862
H -4.7756 2.6531 2.5710 0.00 0.00 -0.02 0.1300
H -4.9386 4.3221 2.0047 -0.01 0.00 0.01 0.1245
H -2.6932 3.9685 2.8398 0.01 -0.01 0.00 0.1315
H -2.6504 4.2708 1.0962 0.00 0.00 0.01 0.0996
H -0.8530 2.8150 0.2320 -0.01 0.01 -0.01 0.0771
H -2.4622 2.3441 -0.3764 -0.03 0.00 0.03 0.0917
H -1.3840 1.1232 0.3306 0.02 0.02 -0.02 0.0711
C -11.9260 1.3581 -0.2137 -0.01 -0.01 0.00 -0.1113
O -11.4456 2.6764 -0.0406 0.04 0.02 -0.04 -0.1878
C -10.8215 2.9008 1.2089 -0.02 -0.04 0.06 -0.2069
C -9.3116 2.9074 1.0971 0.03 0.07 -0.06 -0.2023
O -8.7933 1.6466 0.7057 -0.03 -0.02 0.03 -0.1980
C -8.4910 1.5610 -0.6728 0.03 -0.02 -0.06 -0.1183
H -12.2632 1.2748 -1.2451 -0.01 -0.01 0.01 0.0903
H -11.1459 0.6150 -0.0249 0.00 0.00 -0.02 0.0828
H -12.7724 1.1550 0.4512 0.01 0.01 0.01 0.0897
H -11.1332 2.1410 1.9344 0.00 0.01 0.00 0.1267
H -11.1495 3.8762 1.5802 0.00 0.00 0.00 0.1268
H -8.8845 3.1547 2.0732 0.00 -0.01 0.01 0.1250
H -9.0003 3.6805 0.3856 0.01 0.00 0.02 0.1286
H -7.6366 2.1988 -0.9253 -0.02 0.02 -0.01 0.0791
H -9.3372 1.8461 -1.3021 -0.03 0.00 0.05 0.0858
H -8.2314 0.5226 -0.8763 0.03 0.01 -0.01 0.0925
C -3.4527 7.0026 0.2438 -0.03 -0.03 -0.02 -0.1067
O -3.5442 7.9588 1.2772 -0.03 0.02 0.04 -0.1803
C -2.7310 9.1029 1.0765 0.06 -0.02 -0.07 -0.1996
C -3.5121 10.2709 0.5131 -0.04 0.03 0.06 -0.2045
O -4.0088 9.9976 -0.7832 0.04 -0.04 -0.02 -0.1886
C -5.3853 9.6737 -0.8136 -0.02 0.01 0.00 -0.1100
H -4.2292 6.2600 0.4252 0.02 -0.02 -0.03 0.0848
H -3.6040 7.4450 -0.7440 -0.01 0.02 0.02 0.0906
H -2.4753 6.5028 0.2543 0.01 0.02 -0.01 0.0659
H -1.9012 8.8641 0.4010 0.00 0.00 0.02 0.1144
H -2.3090 9.3860 2.0443 -0.01 0.00 0.01 0.1277
H -2.8479 11.1376 0.4460 0.00 0.00 -0.01 0.1272
H -4.3328 10.5261 1.1925 0.01 0.00 -0.01 0.1276
H -6.0018 10.5441 -0.5654 0.01 0.01 0.01 0.0901
H -5.6257 8.8644 -0.1184 0.00 -0.01 -0.02 0.0835
H -5.6163 9.3588 -1.8294 -0.01 0.01 0.00 0.0901
C 4.0974 -7.6607 -1.9271 0.25 -0.49 0.14 -0.0362
O 3.1981 -6.6089 -2.2443 1.40 -3.06 -3.66 -0.2267
C 3.6746 -5.7394 -3.2576 0.25 0.24 -0.72 -0.1683
C 3.0858 -6.0560 -4.6168 -0.19 -0.04 0.00 -0.1892
O 3.4937 -7.3234 -5.0846 0.12 0.01 0.07 -0.1801
C 2.5152 -8.3365 -4.9438 -0.05 -0.02 -0.04 -0.0993
H 3.5572 -8.3660 -1.2978 -0.01 0.00 -0.01 0.1067
H 4.4534 -8.1742 -2.8221 -0.11 0.08 0.03 0.0999
H 4.9613 -7.2805 -1.3707 -0.03 0.06 -0.05 0.0896
H 4.7682 -5.7855 -3.3153 -0.06 -0.04 0.09 0.1423
H 3.3958 -4.7165 -2.9784 -0.01 -0.16 -0.05 0.1188
H 3.4328 -5.3033 -5.3312 0.02 0.00 0.04 0.1332
H 1.9920 -5.9963 -4.5678 0.04 0.02 0.02 0.1314
H 1.6682 -8.1622 -5.6154 0.01 0.01 0.02 0.0932
H 2.1442 -8.4006 -3.9171 -0.01 -0.02 0.00 0.0830
H 2.9905 -9.2766 -5.2152 -0.01 0.00 -0.01 0.0940
```
Forces are in eV/Å.

- Total charge: +1
- Spin multiplicity: 1
- F_max: 0.097 Eh/bohr
- Highest occupied orbital energy: -10.46 eV
- E: -2398.5155 hartree